# C3H5N2O2

A gas-phase ion, C3H5N2O2 (charge -1) (wB97M-V/def2-TZVPD, the OMol25 dataset).

Last column: natural (NBO) charge in e.
Positions of all 12 atoms, in Å:
C 0.158322 -0.861851 0.366225  -0.261
C -1.287744 -0.468794 -0.237375  -0.255
C 0.863241 1.377107 -0.030514  0.343
N 1.204851 0.103675 0.098350  -0.017
N -1.675493 0.831092 0.063594  -0.444
O 2.439472 -0.315046 -0.064658  -0.710
O -0.395240 1.795413 -0.044631  -0.459
H -0.123148 -1.043262 1.353313  0.180
H 0.455225 -1.791246 0.080727  0.192
H -1.145781 -0.678770 -1.349551  0.082
H -1.980600 -1.108667 0.161710  0.184
H 1.486893 2.160349 -0.397187  0.166

Force components x, y, z for each atom (eV/Å):
C -2.426 2.016 -0.365
C 4.590 1.403 -2.546
C -2.444 -1.845 -0.629
N -0.862 1.858 0.236
N 0.351 1.453 0.965
O 0.606 -0.396 -0.016
O -0.330 -0.692 0.110
H 0.338 0.581 2.379
H 1.257 -2.471 -1.646
H -0.343 -0.125 0.380
H -1.913 -1.716 0.927
H 1.176 -0.063 0.206

Values from the calculation:
total charge: -1
HOMO level: -2.300 eV
gap between HOMO and LUMO: 6.70 eV

# C56H126ClN7O4

8 unconnected molecules or ions with the total composition C56H126ClN7O4 (wB97M-V/def2-TZVPD, the OMol25 dataset).

Last column: Löwdin charge in e.
Positions of all 194 atoms, in Å:
Cl -0.172424 -0.839164 1.151479  0.633
O -0.480586 -1.307800 -0.172692  -0.383
O -0.904854 0.355956 1.395493  -0.357
O -0.584009 -1.932302 2.001427  -0.366
O 1.294105 -0.598636 1.285576  -0.404
C 5.666049 4.656964 4.844718  -0.066
C 4.384871 3.799633 4.548613  -0.212
C 3.921214 3.960027 3.073866  -0.089
N 2.433186 3.458611 2.856728  -0.222
C 2.258896 1.965348 3.099920  0.004
C 2.028791 3.753121 1.371465  -0.103
C 0.766753 4.544677 1.363635  -0.137
C 0.222985 4.355901 2.807908  -0.130
C 1.452381 4.232460 3.728755  -0.091
H 6.416293 4.602548 4.055888  0.077
H 6.117605 4.408589 5.805187  0.084
H 5.520070 5.735661 4.901419  0.083
H 3.569124 4.109856 5.201615  0.095
H 4.456478 2.756806 4.857617  0.100
H 4.623320 3.344052 2.511976  0.129
H 3.943870 4.980755 2.692156  0.136
H 1.291070 1.694430 2.678006  0.080
H 2.387758 1.575245 4.109536  0.102
H 2.971209 1.533981 2.396619  0.095
H 1.954780 2.814017 0.823113  0.113
H 2.834208 4.283748 0.863696  0.128
H 0.049226 4.154128 0.642025  0.100
H 0.899574 5.556665 0.981108  0.127
H -0.349079 3.444360 2.980942  0.100
H -0.405773 5.177211 3.151729  0.123
H 1.173991 3.717663 4.648307  0.137
H 1.955565 5.193161 3.838159  0.142
C -0.289492 -5.420727 0.864237  -0.062
C -1.576741 -4.985688 -0.009187  -0.167
C -1.100133 -4.951971 -1.487450  -0.142
N -2.142835 -4.566983 -2.537888  -0.192
C -3.239737 -5.745266 -2.631648  0.074
C -2.853286 -3.100641 -2.388519  -0.037
C -3.409991 -2.770107 -3.789537  -0.144
C -2.420488 -3.443244 -4.756559  -0.171
C -1.539044 -4.382460 -3.957119  -0.117
H -0.502905 -6.260666 1.525331  0.069
H 0.327868 -4.776923 1.490734  0.051
H 0.409011 -5.989592 0.250577  0.061
H -2.038112 -4.061598 0.339061  0.093
H -2.448624 -5.634653 0.073063  0.099
H -0.611078 -5.865856 -1.824684  0.136
H -0.436489 -4.087604 -1.464075  0.112
H -4.010321 -5.526120 -1.892554  0.100
H -2.695766 -6.689381 -2.602560  0.109
H -3.760678 -5.742173 -3.589090  0.102
H -3.662489 -3.222836 -1.668543  0.126
H -1.995191 -2.476779 -2.138389  0.104
H -4.413750 -3.095001 -4.063382  0.123
H -3.370689 -1.680815 -3.792673  0.092
H -2.840545 -3.934185 -5.634425  0.124
H -1.788125 -2.665158 -5.184107  0.092
H -1.341155 -5.319533 -4.477533  0.140
H -0.642498 -3.763191 -3.928635  0.113
C 4.420489 1.541112 -2.164598  -0.107
C 5.048188 0.343188 -1.481727  -0.206
C 4.025384 -0.836512 -1.597751  -0.108
N 4.416117 -2.191468 -0.987666  -0.209
C 3.248336 -3.214199 -1.058142  0.045
C 4.939108 -2.076443 0.420805  -0.156
C 6.416410 -2.087252 0.380774  -0.132
C 6.709658 -2.956007 -0.835059  -0.127
C 5.642310 -2.696586 -1.816594  -0.092
H 3.605451 1.894891 -1.533223  0.062
H 4.041163 1.400573 -3.176757  0.048
H 5.195147 2.306210 -2.215926  0.094
H 5.145721 0.669412 -0.446270  0.110
H 5.919697 0.194990 -2.119384  0.121
H 3.853404 -1.013331 -2.659481  0.121
H 3.109487 -0.586997 -1.062042  0.120
H 2.910956 -3.498645 -2.054811  0.101
H 2.442377 -2.767301 -0.476053  0.092
H 3.637875 -4.115086 -0.584049  0.109
H 4.475409 -2.856956 1.024030  0.127
H 4.495833 -1.217307 0.924303  0.127
H 6.875930 -2.442484 1.303133  0.138
H 6.533166 -1.003998 0.412712  0.114
H 6.660520 -4.015025 -0.581749  0.137
H 7.686182 -2.728955 -1.262788  0.141
H 5.316668 -3.541537 -2.423304  0.136
H 5.900765 -1.944372 -2.561895  0.122
C 0.577532 -0.393280 -3.401159  -0.136
C 1.105993 0.642455 -4.418073  -0.254
C 1.748381 -0.161124 -5.564340  -0.129
N 2.359486 0.715547 -6.708000  -0.192
C 3.588069 1.435226 -6.135234  -0.004
C 1.420106 1.840650 -7.351946  -0.061
C 1.842522 1.671958 -8.800142  -0.188
C 2.068732 0.215098 -9.093924  -0.144
C 2.798729 -0.308462 -7.857837  -0.044
H -0.336419 -0.825758 -3.808285  0.041
H 0.387444 -0.030924 -2.390883  0.043
H 1.195457 -1.283910 -3.286953  0.049
H 1.751516 1.270635 -3.804230  0.070
H 0.279335 1.298326 -4.691168  0.067
H 1.003580 -0.775688 -6.069985  0.124
H 2.562420 -0.775771 -5.180092  0.116
H 4.138689 0.771940 -5.468181  0.089
H 3.353511 2.373356 -5.632249  0.099
H 4.259732 1.792589 -6.915787  0.109
H 1.470566 2.880799 -7.030001  0.130
H 0.379017 1.520955 -7.306790  0.116
H 2.784699 2.193086 -8.969920  0.126
H 1.071880 2.072133 -9.458975  0.136
H 2.711137 0.160750 -9.972822  0.135
H 1.103395 -0.252475 -9.287831  0.129
H 3.887613 -0.342771 -7.822509  0.134
H 2.378579 -1.279018 -7.594036  0.116
C 1.268558 -6.890050 5.901299  -0.093
C 0.584428 -5.553967 5.885271  -0.222
C 1.618119 -4.457424 6.327516  -0.110
N 1.205403 -2.992895 6.083200  -0.234
C -0.172106 -2.890006 6.811099  0.036
C 2.206120 -1.884242 6.639945  -0.024
C 3.328977 -1.945998 5.536029  -0.165
C 2.509837 -1.904008 4.262416  -0.133
C 1.064834 -2.602043 4.579133  -0.042
H 0.640494 -7.780136 5.864237  0.092
H 1.795510 -7.089728 6.834331  0.090
H 2.041575 -7.042192 5.148037  0.084
H -0.309285 -5.606971 6.507013  0.112
H 0.169471 -5.180508 4.949093  0.094
H 2.443697 -4.457544 5.615831  0.114
H 2.184672 -4.755041 7.209870  0.147
H -0.482307 -1.848975 6.720930  0.092
H 0.042771 -3.241559 7.820224  0.122
H -0.896722 -3.440822 6.211401  0.098
H 1.769010 -0.886473 6.601424  0.130
H 2.539661 -2.236680 7.615971  0.136
H 4.065778 -1.142742 5.540371  0.120
H 3.965144 -2.827634 5.614287  0.113
H 2.507337 -1.015836 3.630560  0.081
H 3.110807 -2.648663 3.740479  0.098
H 0.199352 -1.948336 4.470950  0.104
H 0.918165 -3.459983 3.922996  0.106
C -4.249466 5.558137 -5.860580  -0.059
C -4.415904 4.436748 -4.726474  -0.197
C -3.194255 4.401862 -3.807755  -0.125
N -3.433315 3.395026 -2.622795  -0.221
C -4.714408 3.878593 -1.884375  0.041
C -2.238072 3.427793 -1.744890  -0.170
C -2.277847 2.184140 -0.916604  -0.215
C -3.072288 1.187452 -1.665696  -0.198
C -3.495930 1.901130 -2.930524  -0.128
H -3.357883 5.517268 -6.486283  0.070
H -4.171626 6.564329 -5.448728  0.076
H -5.124982 5.504935 -6.507680  0.079
H -4.483680 3.416940 -5.105279  0.106
H -5.310986 4.707566 -4.166476  0.096
H -2.971502 5.365798 -3.350246  0.132
H -2.271511 4.085701 -4.294267  0.108
H -4.838248 3.381664 -0.922177  0.084
H -5.622868 3.569022 -2.401057  0.104
H -4.602047 4.957203 -1.774448  0.115
H -2.163421 4.333360 -1.142830  0.134
H -1.422307 3.406797 -2.467517  0.087
H -2.707461 2.401623 0.061268  0.102
H -1.346736 1.622483 -0.841279  0.088
H -3.935696 1.099060 -1.006288  0.109
H -2.625985 0.262125 -2.029964  0.099
H -4.469717 1.526596 -3.246071  0.137
H -2.679472 1.637927 -3.603005  0.092
C -7.577942 3.781592 1.624814  -0.067
C -6.725145 3.469990 2.902379  -0.217
C -5.471611 2.633921 2.591966  -0.125
N -5.027786 1.715978 3.771095  -0.238
C -4.815014 2.674359 5.036763  0.095
C -5.960533 0.520506 4.030386  -0.067
C -5.124914 -0.525095 4.799966  -0.156
C -3.740546 -0.325369 4.272051  -0.146
C -3.694515 1.045429 3.517453  -0.110
H -8.464402 4.384956 1.820352  0.090
H -7.852975 2.919832 1.016678  0.079
H -6.914653 4.426869 1.048815  0.063
H -7.404101 2.940794 3.571004  0.107
H -6.467501 4.383762 3.437863  0.114
H -4.646097 3.283659 2.301334  0.127
H -5.686542 1.962615 1.760546  0.117
H -4.248775 1.983635 5.661559  0.104
H -5.833228 2.659081 5.425468  0.102
H -4.513429 3.668892 4.708071  0.113
H -6.842760 0.758238 4.624736  0.139
H -6.189022 0.141556 3.034244  0.141
H -5.254117 -0.442211 5.879109  0.126
H -5.465552 -1.520827 4.516080  0.127
H -3.020179 -0.272694 5.088373  0.110
H -3.580235 -1.197824 3.638623  0.119
H -2.864674 1.708411 3.762240  0.123
H -3.602257 0.904365 2.440566  0.112

Force components x, y, z for each atom (eV/Å):
Cl 1.137 -1.979 -1.075
O 0.476 0.422 -1.022
O -0.149 0.956 0.864
O 0.319 0.593 1.249
O -1.617 -0.074 0.059
C -0.254 -0.138 -0.179
C -0.430 1.335 0.069
C -0.447 -1.138 1.252
N 0.895 -0.361 0.152
C 0.322 0.401 -1.675
C 1.237 -0.453 -0.180
C -1.410 -0.276 0.463
C 0.241 0.749 0.508
C -0.063 0.607 -1.809
H 0.100 -0.622 0.020
H -0.010 -0.328 -0.183
H -0.795 -0.017 0.014
H 0.019 0.569 0.113
H 0.664 -0.193 -0.534
H -0.498 -0.048 -0.630
H -0.051 -0.007 0.273
H -0.128 -0.029 0.349
H 0.137 0.696 0.019
H 0.112 -0.436 0.347
H -0.173 -0.239 0.387
H 0.195 0.060 0.448
H 0.029 -0.424 0.049
H 0.207 0.257 0.851
H -0.160 -0.120 -0.683
H 0.025 0.051 -0.098
H 0.649 0.145 0.004
H -0.384 0.055 0.633
C -0.875 -1.552 -0.443
C 0.721 -0.593 0.226
C -0.742 2.027 0.491
N -1.799 -0.371 -1.615
C 0.872 1.721 -0.400
C -0.049 -2.699 -0.659
C 0.721 -0.451 0.309
C -0.299 0.549 -0.687
C 0.352 0.443 0.369
H -0.797 0.179 0.330
H -0.638 0.920 -0.485
H 0.203 0.437 -0.641
H 0.707 0.541 -0.286
H 0.494 -0.835 0.330
H -0.103 0.093 0.102
H 0.568 -0.210 -0.546
H 0.440 -0.528 0.341
H -0.188 0.116 0.621
H 0.315 0.489 -0.180
H 0.525 0.335 0.414
H -0.386 0.245 0.400
H -0.104 -0.015 0.801
H -0.105 0.084 -0.602
H -0.550 0.012 0.317
H 0.153 -0.015 -0.032
H -0.041 -0.121 0.491
H 0.565 -0.793 1.031
C -0.346 0.783 0.359
C -1.469 -0.808 -1.018
C 0.400 0.124 0.861
N 0.484 -0.334 -1.745
C 0.920 0.761 0.731
C -2.596 -0.688 1.413
C -0.235 0.576 0.617
C 1.420 0.019 0.251
C -1.401 0.394 -0.950
H -0.198 0.316 -0.265
H 0.046 -0.322 0.062
H -0.199 0.224 -0.014
H 0.883 -0.477 -0.052
H 0.584 -0.594 1.028
H -0.310 -0.150 0.112
H -0.222 0.266 -0.297
H 0.350 0.638 -0.175
H -0.107 -0.174 -0.020
H -0.146 0.068 0.083
H 0.190 -0.643 -0.388
H 0.085 0.472 -0.480
H -0.146 -0.225 -0.108
H 1.678 -0.046 -1.057
H 0.348 0.066 0.406
H 0.030 -0.280 0.024
H 0.034 -0.231 0.366
H -0.061 0.254 0.364
C -0.456 -0.559 -0.511
C 0.254 -0.946 1.039
C -0.291 2.054 -0.465
N 0.541 0.527 1.406
C -0.019 0.182 -0.479
C 0.063 -2.245 -1.339
C 0.039 1.101 -0.422
C 0.691 0.338 -0.067
C -1.395 0.742 0.815
H -0.512 0.114 0.165
H -0.117 0.338 -0.163
H 0.675 0.042 -0.022
H 0.680 0.152 -0.627
H -0.125 -0.074 -0.432
H -0.030 -0.055 0.190
H -0.020 -0.039 -0.235
H -0.125 -0.044 -0.148
H -0.641 -0.396 0.336
H -0.129 -0.519 -0.380
H 0.684 -0.440 0.766
H 0.077 -0.276 0.604
H -0.094 0.332 -0.119
H 0.212 0.257 -0.056
H -0.245 -0.379 -0.080
H 0.262 -0.461 0.138
H -0.178 0.150 -0.442
H 0.335 0.064 0.262
C 0.841 -1.267 -0.026
C -0.030 1.531 0.543
C 1.205 -0.258 -2.402
N -1.970 1.013 1.274
C 1.368 0.873 -1.363
C 1.399 -2.151 -1.292
C -0.903 1.118 1.464
C -0.510 -2.529 -0.592
C 2.164 0.651 0.513
H -0.540 0.392 -0.375
H 0.033 0.500 0.317
H -0.104 0.306 -0.278
H 0.266 0.168 0.521
H 0.201 -0.645 -0.530
H 0.087 -0.871 -0.405
H -0.783 0.993 0.910
H 0.113 0.050 0.573
H -0.665 0.103 -0.085
H 0.183 -0.417 0.505
H -0.497 -0.388 0.298
H -0.265 0.405 0.082
H -0.337 0.358 0.504
H -0.440 -0.243 0.099
H -0.396 0.103 0.495
H -0.624 0.025 -1.181
H 0.244 0.071 0.113
H -0.042 -0.058 0.437
C -0.134 -0.841 0.651
C 1.323 1.296 -0.760
C -0.714 -0.670 0.444
N -1.544 0.679 0.044
C 0.750 -0.805 -0.167
C 0.775 0.339 -0.026
C 1.605 -0.426 0.653
C -2.794 0.553 -0.121
C -0.150 0.029 -0.060
H 0.045 -0.732 0.048
H -0.423 -0.085 0.410
H 0.107 0.128 0.019
H -0.463 0.171 -0.480
H 0.051 -0.168 -0.133
H -0.192 -0.021 0.244
H -0.146 -0.297 -0.170
H 0.679 0.090 0.153
H 0.320 0.367 -0.504
H -0.290 -0.140 0.031
H -0.267 0.190 -0.255
H 0.456 -0.030 0.147
H 0.247 -0.242 0.114
H 0.879 1.071 0.644
H -0.393 -1.275 -0.438
H 0.263 -0.187 0.801
H 0.030 0.618 -0.495
H -0.179 0.567 -0.868
C 1.465 0.725 0.328
C -1.156 -0.567 -0.125
C -0.751 -0.719 0.456
N 0.622 1.749 0.356
C -2.142 -2.934 -1.220
C 0.374 0.003 0.525
C -1.294 0.478 -0.274
C 1.073 0.713 0.057
C -0.250 -0.769 -0.956
H 0.068 -0.230 0.317
H 0.081 -0.144 0.290
H -0.210 0.057 -0.599
H 0.201 -0.322 0.214
H 0.021 0.111 -0.237
H 0.256 -0.196 0.276
H 0.087 -0.133 -0.010
H 0.568 1.122 0.372
H 0.174 0.737 0.385
H 0.511 -0.453 0.308
H -0.070 0.498 -0.547
H -0.307 0.111 0.090
H 0.142 0.204 -0.062
H -0.260 0.106 0.202
H 0.170 -0.397 -0.156
H 0.853 0.507 -0.253
H -0.228 -0.033 0.390
H -0.138 -0.206 -0.074

Values from the calculation:
total charge: +5
HOMO level (spin up / spin down): -11.196 / -19.090 eV
multiplicity: 2
gap between HOMO and LUMO (spin up / spin down): 2.41 / 10.26 eV
⟨S²⟩: 0.751

| no. | molar mass (g/mol) | DFT total energy (hartree) | maximum force (eV Å⁻¹) |
| --- | --- | --- | --- |
| 1 | 101.085 | -377.13734 | 5.43 |
| 2 | 997.122 | -3351.45722 | 3.83 |